Molecular formula: C40H54N5OsP2S5Si2
Method: DFT, ωB97M-V with the def2-TZVPD basis set

Output
HOMO level (alpha / beta): -9.675 / -10.037 eV
Expectation value of S²: 6.04
Total charge: +1
Max |F|: 2.07 eV/A
2S+1: 5
Orbital gap (alpha / beta): 7.193 / 5.353 eV
Energy relative to the best compared isomer or geometry (same formula, charge and spin): 32.4 kcal/mol
LUMO level (alpha / beta): -0.0912 / -0.1721 hartree

Each line ends with the Mulliken charge.
Element x y z (Å)
Os 0.839 0.586 -0.299  0.471
C -0.843 -1.516 4.077  -1.119
Si -0.974 -0.015 2.943  0.115
C 0.460 1.167 3.306  -0.598
C -2.541 0.966 3.326  -1.206
N -0.784 -0.454 1.289  -0.107
P -1.179 -1.474 0.135  1.619
C -0.343 -0.828 -1.310  -1.134
P -1.187 0.524 -2.103  1.131
N -0.659 1.720 -1.139  -0.070
Si -0.603 3.464 -1.412  0.558
C -1.190 4.205 0.219  -0.796
C -1.696 3.954 -2.867  -1.176
C 1.201 3.888 -1.810  -0.941
C -0.495 0.759 -3.774  1.035
C -1.260 0.913 -4.926  -0.709
C -0.638 1.176 -6.140  -0.820
C 0.740 1.289 -6.209  -0.694
C 1.511 1.137 -5.064  -0.676
C 0.894 0.879 -3.853  -0.534
C -2.957 0.482 -2.424  1.338
C -3.817 1.476 -1.976  -0.922
C -5.152 1.442 -2.349  -0.889
C -5.622 0.419 -3.157  -0.733
C -4.767 -0.589 -3.584  -0.838
C -3.433 -0.563 -3.216  -0.517
C -2.958 -1.806 0.111  0.764
C -3.803 -0.940 0.795  -0.574
C -5.148 -1.248 0.927  -0.920
C -5.650 -2.411 0.361  -0.652
C -4.811 -3.264 -0.342  -0.845
C -3.464 -2.970 -0.463  -0.725
C -0.493 -3.134 0.415  -0.152
C 0.595 -3.578 -0.329  -0.514
C 1.181 -4.802 -0.035  -0.545
C 0.684 -5.577 1.003  -0.770
C -0.405 -5.138 1.745  -0.914
C -0.997 -3.921 1.450  -0.221
H -0.035 -2.184 3.775  0.209
H -0.655 -1.193 5.104  0.455
H -1.771 -2.094 4.077  0.322
H 0.171 1.945 4.019  0.595
H 1.341 0.663 3.713  0.194
H 0.753 1.666 2.382  -0.337
H -2.419 1.474 4.285  0.486
H -2.720 1.736 2.570  0.292
H -3.432 0.339 3.396  0.296
H -2.247 3.990 0.392  0.300
H -0.625 3.788 1.055  0.085
H -1.064 5.291 0.233  0.350
H -2.559 3.295 -2.972  0.346
H -2.068 4.973 -2.738  0.439
H -1.136 3.918 -3.803  0.304
H 1.878 3.187 -1.324  0.118
H 1.388 3.846 -2.885  0.299
H 1.465 4.893 -1.473  0.387
H -2.337 0.837 -4.882  0.308
H -1.237 1.298 -7.033  0.462
H 1.216 1.500 -7.158  0.399
H 2.589 1.225 -5.120  0.462
H 1.470 0.784 -2.941  -0.035
H -3.428 2.274 -1.355  0.616
H -5.830 2.217 -2.014  0.445
H -6.662 0.406 -3.458  0.409
H -5.143 -1.386 -4.212  0.481
H -2.747 -1.335 -3.547  0.534
H -3.389 -0.040 1.230  0.389
H -5.804 -0.589 1.482  0.471
H -6.698 -2.657 0.470  0.427
H -5.211 -4.171 -0.779  0.468
H -2.800 -3.652 -0.981  0.556
H 0.958 -2.960 -1.142  0.457
H 2.032 -5.153 -0.607  0.517
H 1.144 -6.531 1.231  0.439
H -0.784 -5.743 2.559  0.441
H -1.854 -3.574 2.017  0.631
C 2.598 -2.703 2.385  -1.031
N 3.510 -2.475 1.277  0.431
C 4.887 -2.878 1.516  -1.244
C 3.194 -1.550 0.328  0.376
N 2.289 -0.631 0.558  0.891
N 3.849 -1.630 -0.856  0.333
C 3.747 -0.560 -1.834  -1.123
C 4.211 -2.919 -1.431  -1.189
H 2.709 -3.734 2.720  0.479
H 1.569 -2.566 2.053  -0.016
H 2.798 -2.040 3.236  0.367
H 5.221 -2.495 2.484  0.371
H 5.536 -2.465 0.749  0.407
H 4.983 -3.965 1.527  0.325
H 2.092 -0.561 1.551  -0.240
H 3.597 0.395 -1.336  0.094
H 2.929 -0.747 -2.536  0.495
H 4.679 -0.514 -2.399  0.448
H 3.937 -3.728 -0.759  0.347
H 5.280 -2.972 -1.645  0.324
H 3.669 -3.053 -2.371  0.375
C 4.541 2.777 5.859  -1.118
S 4.314 2.197 4.157  0.215
C 3.393 3.489 3.473  0.526
C 2.985 3.454 2.143  -0.358
S 3.310 2.183 1.097  -0.255
S 2.083 4.870 1.627  0.166
C 2.061 5.707 3.147  -0.046
S 1.333 7.134 3.406  -0.134
S 2.929 4.865 4.413  -0.071
H 5.127 2.013 6.362  0.365
H 3.573 2.880 6.345  0.352
H 5.082 3.721 5.869  0.407

=====

Molecular formula: C2H2N2O3
Method: DFT, ωB97M-V with the def2-TZVPD basis set

Output
SMILES string: N#C[C@@H](O)[N+](=O)[O-]
HOMO level: -11.880 eV
Total charge: 0
Max |F|: 6.47 eV/A
Orbital gap: 11.417 eV
Energy relative to the best compared isomer or geometry (same formula, charge and spin): 97.1 kcal/mol
LUMO level: -0.0170 hartree

Each line ends with the Mulliken charge.
Element x y z (Å)
C 0.383 -1.123 -1.473  0.179
C 0.156 -0.009 -0.554  0.172
N 0.557 -2.087 -2.036  -0.289
N 1.619 0.463 0.152  0.880
O 2.421 1.090 -0.467  -0.501
O 1.676 0.094 1.311  -0.577
O -0.682 -0.331 0.585  -0.455
H -0.174 0.966 -1.084  0.235
H -0.222 -0.380 1.362  0.357

=====

Molecular formula: C29H33Cl2N6O8RuS
Method: DFT, ωB97M-V with the def2-TZVPD basis set

Output
HOMO level (alpha / beta): -7.403 / -7.710 eV
Expectation value of S²: 0.76
Total charge: 0
Max |F|: 1.00 eV/A
2S+1: 2
Orbital gap (alpha / beta): 7.291 / 7.555 eV
Energy relative to the best compared isomer or geometry (same formula, charge and spin): 2.0 kcal/mol
LUMO level (alpha / beta): -0.0041 / -0.0057 hartree

Each line ends with the Mulliken charge.
Element x y z (Å)
Ru -0.995 -0.230 0.001  0.031
O 0.751 2.598 -2.156  -0.752
C -0.133 2.208 -1.411  0.606
O -0.695 1.031 -1.593  0.083
C -0.671 3.081 -0.316  -0.108
C -0.038 4.311 -0.139  -0.678
C -0.499 5.230 0.784  -0.749
C -1.624 4.928 1.541  -0.542
C -2.255 3.709 1.388  -0.900
C -1.782 2.771 0.473  1.350
S -2.643 1.227 0.408  -0.742
H 0.820 4.526 -0.762  0.475
H 0.009 6.177 0.908  0.413
H -1.999 5.637 2.269  0.389
H -3.105 3.452 2.007  0.445
N -2.624 -1.372 -0.592  -0.379
C -1.918 -2.639 -0.867  1.074
C -2.758 -3.736 -1.499  -0.855
C -3.461 -3.312 -2.793  -0.468
C -2.618 -3.212 -4.075  -1.186
N -1.338 -2.506 -4.012  -0.014
C -1.155 -1.205 -3.762  0.527
N 0.070 -0.715 -3.626  -0.436
N -2.191 -0.366 -3.676  -0.328
C -1.281 -2.983 0.500  0.592
O -1.165 -4.143 0.847  -0.719
O -0.905 -1.934 1.166  -0.775
H -3.227 -1.500 0.220  0.302
H -3.191 -0.995 -1.341  0.251
H -1.072 -2.394 -1.508  -0.541
H -3.509 -4.075 -0.782  0.401
H -2.104 -4.595 -1.672  0.290
H -4.006 -2.378 -2.630  0.259
H -4.239 -4.044 -3.024  0.454
H -3.225 -2.767 -4.868  0.336
H -2.370 -4.217 -4.414  0.484
H -0.500 -3.063 -4.036  0.241
H 0.779 -1.341 -3.261  0.277
H 0.109 0.185 -3.132  0.230
H -3.130 -0.684 -3.831  0.242
H -2.027 0.512 -3.186  0.097
Cl 5.543 -3.526 -1.239  -0.241
C 4.147 -3.627 -0.196  0.775
C 3.203 -4.606 -0.439  -0.670
C 2.068 -4.668 0.350  -0.494
C 1.912 -3.782 1.406  -0.981
C 2.891 -2.841 1.659  1.263
Cl 2.741 -1.871 3.089  -0.225
C 4.018 -2.695 0.839  -1.172
N 4.981 -1.715 1.052  -0.039
C 4.736 -0.318 1.208  -0.077
C 5.483 0.350 2.177  -0.411
C 5.338 1.712 2.372  -0.719
C 4.421 2.424 1.610  -0.625
C 3.679 1.765 0.647  -0.572
C 3.833 0.398 0.414  0.620
C 3.052 -0.230 -0.710  -1.291
C 1.583 -0.459 -0.419  1.670
O 0.923 -1.248 -1.144  -0.794
O 1.025 0.216 0.492  0.098
H 3.360 -5.299 -1.254  0.441
H 1.298 -5.402 0.163  0.469
H 1.032 -3.827 2.032  0.528
H 5.900 -1.941 0.709  0.357
H 6.168 -0.227 2.786  0.470
H 5.934 2.214 3.124  0.372
H 4.288 3.487 1.763  0.434
H 2.964 2.311 0.043  0.328
H 3.490 -1.164 -1.050  0.358
H 3.055 0.451 -1.568  0.567
N 2.325 0.733 4.874  -0.659
C 1.788 1.403 3.693  1.063
C 0.348 1.009 3.411  0.077
O -0.322 1.595 2.606  -0.508
O -0.098 -0.052 4.088  -0.509
H 3.312 0.542 4.766  0.206
H 0.651 -0.357 4.638  0.437
H 2.203 1.289 5.710  0.195
H 2.345 1.082 2.811  -0.887
H 1.833 2.493 3.721  0.467

=====

Molecular formula: C37H25F6N9O6S2Ta
Method: DFT, ωB97M-V with the def2-TZVPD basis set

Output
HOMO level: -16.023 eV
Total charge: +3
Max |F|: 1.93 eV/A
Orbital gap: 6.038 eV
Energy relative to the best compared isomer or geometry (same formula, charge and spin): 14.3 kcal/mol
LUMO level: -0.3669 hartree

Each line ends with the Mulliken charge.
Element x y z (Å)
Ta 0.110 0.440 -0.327  3.013
C 0.797 0.033 -4.802  -0.773
C 0.340 0.483 -3.569  -0.524
N 0.373 -0.302 -2.483  0.814
C 0.852 -1.556 -2.660  -0.177
C 1.354 -1.954 -3.893  -0.357
N 1.333 -1.165 -4.957  -0.473
C 0.757 -2.442 -1.493  0.136
C 1.007 -3.797 -1.544  -0.884
C 0.866 -4.592 -0.399  0.767
C 0.451 -3.922 0.758  -0.907
C 0.204 -2.565 0.737  -0.100
N 0.345 -1.822 -0.375  1.249
C -0.199 -1.791 1.915  -0.083
C -0.479 -2.341 3.162  -0.525
N -0.802 -1.596 4.205  -0.474
C -0.848 -0.286 4.024  -0.752
C -0.591 0.290 2.790  -0.425
N -0.270 -0.459 1.727  0.783
C 1.140 -6.040 -0.411  1.209
C 1.671 -6.668 -1.539  -0.611
C 1.914 -8.033 -1.497  -0.478
N 1.666 -8.787 -0.433  -0.515
C 1.162 -8.194 0.641  -0.473
C 0.883 -6.837 0.706  -0.599
H 0.737 0.677 -5.671  0.469
H -0.053 1.479 -3.460  0.582
H 1.792 -2.935 -4.025  0.517
H 1.304 -4.243 -2.479  0.543
H 0.342 -4.459 1.686  0.540
H -0.442 -3.411 3.321  0.513
H -1.099 0.334 4.875  0.509
H -0.645 1.361 2.658  0.304
H 1.917 -6.138 -2.447  0.347
H 2.330 -8.539 -2.360  0.397
H 0.968 -8.831 1.496  0.397
H 0.467 -6.448 1.623  0.333
C -2.343 -1.676 -1.828  -1.151
O -1.942 -0.751 -0.780  -0.124
C -2.951 -0.486 0.149  0.197
C -4.026 -1.310 0.419  -0.772
C -4.933 -0.888 1.384  -0.898
C -4.768 0.324 2.044  -0.882
C -3.691 1.146 1.754  -0.646
C -2.778 0.721 0.799  0.942
N -1.640 1.442 0.341  0.742
N -1.692 2.702 0.647  -0.997
C -0.869 3.597 0.118  0.117
C -0.079 3.305 -1.034  1.005
O 0.045 2.029 -1.409  -0.192
C 0.515 4.308 -1.786  -0.920
C 0.410 5.610 -1.335  -0.987
C -0.299 5.968 -0.168  0.672
C -0.361 7.316 0.246  -0.990
C -1.072 7.656 1.369  -0.727
C -1.734 6.661 2.100  -0.783
C -1.684 5.335 1.721  -0.561
C -0.969 4.968 0.580  0.830
H -3.340 -1.399 -2.165  0.551
H -2.338 -2.694 -1.442  0.377
H -1.650 -1.578 -2.651  0.154
H -4.174 -2.249 -0.095  0.538
H -5.783 -1.515 1.617  0.489
H -5.492 0.634 2.785  0.482
H -3.570 2.102 2.242  0.512
H 1.062 4.066 -2.686  0.555
H 0.900 6.397 -1.896  0.492
H 0.153 8.071 -0.336  0.479
H -1.127 8.687 1.690  0.450
H -2.296 6.941 2.981  0.468
H -2.199 4.586 2.305  0.418
F 3.598 3.378 3.157  -0.161
C 2.488 3.319 2.471  0.669
F 2.457 4.221 1.514  -0.173
F 1.428 3.435 3.253  -0.166
S 2.384 1.616 1.719  1.263
O 1.078 1.753 0.897  -0.960
O 2.291 0.637 2.741  -0.709
N 3.569 1.577 0.720  -0.507
S 3.581 0.376 -0.301  0.993
O 4.585 -0.597 -0.151  -0.579
O 2.184 -0.181 -0.367  -0.938
C 3.827 1.232 -1.929  0.629
F 2.819 2.078 -2.123  -0.120
F 4.962 1.874 -1.905  -0.174
F 3.810 0.312 -2.876  -0.197